Record 1
CH14N2O4 | ωB97M-V with the def2-TZVPD basis set

Calculated values
Kohn-Sham gap, eV: 9.25
Structure (SMILES): NCN.O.O.O.O
Net charge: 0
HOMO, hartree: -0.3262
E_LUMO, eV: 0.373

Structure (XYZ):
```
21
Properties=species:S:1:pos:R:3:forces:R:3:nbo_charge:R:1
N -0.895 2.305 -0.114 0.162 0.065 -1.363 -0.864
C -0.689 1.589 1.137 0.005 -1.777 -0.529 -0.055
N -1.794 1.563 2.069 -0.466 0.929 0.209 -0.834
H -1.703 2.060 -0.692 -0.543 -0.134 1.092 0.343
H -0.207 1.916 -0.758 0.761 0.516 0.175 0.373
H 0.266 1.954 1.523 -0.445 0.222 0.502 0.182
H -0.515 0.499 0.966 0.112 0.534 -0.081 0.158
H -2.564 1.102 1.597 -0.009 -0.124 0.103 0.340
H -2.171 2.492 2.299 0.527 -0.316 -0.155 0.354
H 2.420 -1.739 0.131 -0.088 0.119 -0.062 0.483
H 1.231 -2.689 0.136 -0.191 -0.175 0.191 0.481
O 1.462 -1.766 0.019 0.216 0.099 -0.063 -0.954
H -0.971 -1.931 2.624 0.734 -0.139 0.019 0.471
H -2.070 -1.939 1.707 -0.056 -0.266 -0.645 0.464
O -1.158 -2.260 1.736 -0.685 0.399 0.592 -0.934
H 0.516 -1.456 -1.788 0.143 0.080 0.091 0.487
H 0.146 -1.938 -3.156 0.038 0.007 -0.326 0.473
O 0.656 -1.248 -2.724 -0.496 -0.510 0.059 -0.964
H 1.785 -0.139 -1.641 0.154 0.249 -0.260 0.484
H 2.358 0.993 -2.508 -0.130 -0.167 0.015 0.471
O 2.045 0.788 -1.622 0.258 0.390 0.435 -0.959
```
Positions in Å, forces in eV/Å.


Record 2
C27H45Cl2MoOPS | ωB97M-V with the def2-TZVPD basis set

Calculated values
Kohn-Sham gap (alpha / beta), eV: 7.27 / 6.43
Spin multiplicity: 3
Net charge: 0
HOMO (alpha / beta), hartree: -0.2796 / -0.2820
E_LUMO (alpha / beta), eV: -0.339 / -1.245
Expectation value of S²: 2.0708

Structure (XYZ):
```
78
Properties=species:S:1:pos:R:3:forces:R:3:lowdin_spin:R:1
P 0.044 -0.823 -0.894 -0.119 0.199 -0.484 0.000
C 1.621 -0.166 -1.724 -0.383 -0.369 0.344 0.000
C 1.878 -0.529 -3.193 0.036 0.160 -0.110 0.000
C 3.286 -0.095 -3.620 -0.001 -0.096 0.108 0.000
C 3.568 1.383 -3.326 -0.132 0.034 -0.021 0.000
C 3.179 1.811 -1.906 -0.069 -0.120 0.117 0.000
C 1.769 1.347 -1.514 0.168 -0.011 -0.120 0.000
C -1.383 0.092 -1.723 0.460 -0.300 0.318 0.000
C -1.290 0.269 -3.237 -0.241 0.200 -0.103 0.000
C -2.605 0.829 -3.793 0.084 -0.083 0.041 0.000
C -3.017 2.126 -3.087 0.126 0.052 -0.017 0.000
C -2.957 2.051 -1.555 0.001 -0.126 0.113 0.000
C -1.652 1.438 -1.026 -0.080 -0.012 -0.189 0.000
C -0.108 -2.500 -1.709 0.057 0.389 -0.156 0.000
C 1.091 -3.365 -1.283 -0.163 -0.132 0.001 0.000
C 1.001 -4.785 -1.852 -0.073 0.030 -0.070 0.000
C -0.339 -5.468 -1.553 0.019 0.141 0.156 0.000
C -1.547 -4.588 -1.901 0.099 0.039 -0.074 0.000
C -1.442 -3.166 -1.335 0.142 -0.140 0.048 0.000
H 2.399 -0.665 -1.114 -0.097 0.208 -0.153 0.000
H 1.139 -0.023 -3.828 0.257 -0.132 0.097 0.000
H 1.757 -1.606 -3.373 0.071 0.246 0.068 0.000
H 3.409 -0.291 -4.693 0.078 0.029 0.137 0.000
H 4.021 -0.722 -3.097 -0.055 0.075 -0.021 0.000
H 4.630 1.593 -3.492 -0.119 0.030 -0.049 0.000
H 3.006 1.996 -4.043 0.024 -0.034 0.043 0.000
H 3.890 1.389 -1.183 -0.047 0.039 -0.092 0.000
H 3.238 2.902 -1.816 0.089 -0.116 -0.009 0.000
H 1.566 1.618 -0.467 0.007 -0.083 -0.185 0.000
H 1.031 1.878 -2.134 0.165 -0.117 0.098 0.000
H -2.246 -0.567 -1.520 0.154 0.232 0.056 0.000
H -3.394 0.072 -3.684 0.071 0.075 0.039 0.000
H -1.047 -0.680 -3.738 -0.062 0.251 0.131 0.000
H -0.482 0.978 -3.470 -0.218 -0.129 0.048 0.000
H -2.484 1.012 -4.867 -0.146 0.004 0.091 0.000
H -4.032 2.400 -3.392 0.108 0.065 -0.013 0.000
H -2.352 2.930 -3.429 -0.034 -0.036 0.034 0.000
H -3.088 3.053 -1.133 -0.067 -0.098 -0.046 0.000
H -3.793 1.439 -1.190 0.067 0.050 -0.035 0.000
H -1.704 1.308 0.067 -0.024 -0.020 -0.289 0.001
H -0.814 2.125 -1.219 -0.202 -0.111 0.019 0.000
H -0.088 -2.351 -2.804 0.011 -0.231 0.300 0.000
H 2.044 -2.917 -1.599 -0.256 -0.014 0.073 0.000
H 1.120 -3.406 -0.183 -0.033 -0.009 -0.118 0.000
H 1.144 -4.740 -2.940 -0.004 0.011 0.087 0.000
H 1.824 -5.384 -1.445 -0.087 0.003 -0.113 0.000
H -0.381 -5.718 -0.484 0.014 0.020 -0.081 0.000
H -0.398 -6.411 -2.108 -0.013 0.074 0.139 0.000
H -2.465 -5.055 -1.528 0.080 0.003 -0.104 0.000
H -1.640 -4.527 -2.994 0.008 0.011 0.088 0.000
H -2.291 -2.577 -1.707 0.211 -0.118 0.083 0.000
H -1.534 -3.191 -0.239 0.025 -0.018 -0.111 0.000
Mo -0.116 -0.074 3.498 -0.838 2.196 -1.152 1.689
Cl -2.171 -0.629 2.754 -0.849 -0.436 -0.213 0.101
Cl 1.824 0.003 2.260 0.429 0.079 0.123 0.113
C -0.481 1.577 4.464 0.274 -0.765 0.174 -0.070
H -0.855 1.529 5.509 0.101 -0.114 -0.439 0.017
C -0.551 2.936 3.913 0.007 0.830 -0.400 0.000
C -1.252 3.984 4.592 0.379 -0.572 -0.619 -0.019
C -1.395 5.238 4.002 0.125 0.150 -0.267 0.003
C -0.845 5.522 2.739 0.152 -0.624 0.254 -0.021
C -0.112 4.519 2.088 -0.098 0.054 0.181 0.003
C 0.049 3.255 2.661 -0.412 0.036 0.568 -0.018
H -1.694 3.785 5.572 0.126 0.050 -0.327 0.000
H -1.939 6.028 4.520 0.102 -0.260 -0.044 0.001
H 0.350 4.726 1.124 -0.093 -0.047 0.176 0.001
H 0.654 2.490 2.162 -0.211 0.323 0.053 0.000
H -0.969 6.508 2.277 0.039 -0.432 0.246 -0.001
C -0.618 -1.882 6.440 -0.194 0.035 -0.344 0.029
S 0.595 -1.505 5.104 1.792 -2.188 2.954 0.114
C 1.744 -0.377 5.962 0.211 -0.235 0.364 0.034
O 1.341 -2.809 4.970 -1.184 1.613 -0.643 0.011
H -1.016 -0.994 6.947 0.184 -0.098 -0.395 0.001
H -0.116 -2.540 7.160 0.109 0.236 -0.329 0.004
H -1.434 -2.441 5.959 0.274 0.242 0.101 0.000
H 2.608 -1.002 6.220 -0.211 0.060 -0.094 0.004
H 2.045 0.446 5.307 -0.152 -0.268 0.171 0.002
H 1.270 -0.014 6.877 0.035 0.120 -0.212 0.001
```
Positions in Å, forces in eV/Å.


It is found that the ΔE to the lowest compared entry with this formula, charge and spin values, taken in the order of the records, are 27.7, 34.7 kcal/mol.
It is found that the energy values, taken in the order of the records, are -456.93565, -2859.14069 Ha.